(w)
Density functional theory data (ωB97M-V/def2-TZVPD) for C6H12N2O2 as an isolated structure.

The gap between HOMO and LUMO comes out at 10.0 eV. The calculation puts the highest occupied orbital energy at -9.299 eV.

Last column: Mulliken charge in e.
Element x y z (Å)
O (-3.64, -1.52, 1.18)  -0.73
O (-3.09, -3.25, 2.94)  -0.59
N (-1.23, -2.17, 1.29)  -0.68
N (-2.08, -1.23, 3.45)  -0.35
C (-0.31, -2.88, 4.41)  -1.43
C (-0.30, -1.11, 1.69)  0.32
C (1.17, -1.48, 1.66)  -1.42
C (-2.59, -2.20, 2.59)  0.78
C (-0.80, -0.64, 3.06)  -0.20
C (-0.90, -1.50, 4.27)  0.09
H (-0.84, -2.99, 0.83)  0.21
H (-3.74, -0.59, 1.39)  0.33
H (1.77, -0.68, 2.13)  0.35
H (0.76, -2.79, 4.66)  0.31
H (-2.38, -1.66, 0.54)  0.51
H (1.37, -2.42, 2.18)  0.33
H (-0.40, -3.48, 3.51)  0.37
H (-0.79, -3.41, 5.24)  0.35
H (1.51, -1.60, 0.62)  0.39
H (-0.46, -0.27, 1.00)  0.28
H (-0.71, 0.44, 3.21)  0.37
H (-0.93, -0.95, 5.21)  0.40



(x)
Density functional theory data (ωB97M-V/def2-TZVPD) for C6H12N2O2 as an isolated structure.

The gap between HOMO and LUMO comes out at 9.7 eV. The calculation puts the highest occupied orbital energy at -9.061 eV.

Last column: Mulliken charge in e.
Element x y z (Å)
O (4.01, -1.17, -0.51)  -0.70
O (5.57, -0.37, 1.32)  -0.62
N (3.44, -0.78, 2.03)  -0.15
N (3.35, 1.14, 0.36)  -0.59
C (2.07, 0.97, 0.99)  -0.35
C (1.02, -1.32, 1.76)  -1.24
C (1.85, 1.10, 2.47)  -0.13
C (2.10, -0.27, 1.89)  0.67
C (4.38, -0.50, 1.10)  0.62
C (2.85, 1.83, 3.34)  -1.46
H (3.43, 0.27, -0.69)  0.48
H (2.52, 2.86, 3.50)  0.38
H (0.91, -1.86, 2.71)  0.29
H (0.81, 1.24, 2.76)  0.46
H (0.06, -0.85, 1.53)  0.34
H (3.66, 2.09, 0.23)  0.18
H (2.95, 1.33, 4.31)  0.31
H (1.19, 1.09, 0.34)  0.30
H (1.28, -2.04, 0.96)  0.28
H (3.85, 1.87, 2.88)  0.31
H (3.75, -1.11, 2.93)  0.28
H (3.22, -1.71, -0.37)  0.32



(y)
Density functional theory data (ωB97M-V/def2-TZVPD) for a single C6H12N2O2 molecule.

The gap between HOMO and LUMO comes out at 9.0 eV. The calculation puts the highest occupied orbital energy at -8.288 eV.

Last column: Mulliken charge in e.
Element x y z (Å)
O (-2.54, -1.35, -0.33)  -0.52
O (-1.11, -2.70, -1.64)  -0.60
N (0.21, -0.64, 0.79)  -0.18
N (-0.64, -0.48, -1.68)  -0.10
C (1.43, 1.59, 0.52)  -1.52
C (-0.51, 0.79, -1.04)  -0.50
C (0.23, 0.71, 0.29)  1.18
C (-1.13, 1.36, 0.22)  -1.30
C (-1.29, -1.57, -1.22)  0.59
C (1.45, -1.32, 1.08)  -1.04
H (1.25, -2.36, 1.34)  0.34
H (0.13, -0.71, -2.30)  0.27
H (-1.92, 0.87, 0.79)  0.27
H (-2.82, -0.43, -0.47)  0.34
H (2.34, 1.14, 0.08)  0.35
H (1.60, 1.74, 1.60)  0.32
H (-0.77, -1.00, 1.28)  0.37
H (2.03, -0.84, 1.88)  0.31
H (-1.18, 2.44, 0.31)  0.29
H (-0.14, 1.55, -1.74)  0.41
H (1.29, 2.57, 0.05)  0.41
H (2.08, -1.35, 0.17)  0.30



(z)
Density functional theory data (ωB97M-V/def2-TZVPD) for a single C6H12N2O2 molecule.

The gap between HOMO and LUMO comes out at 9.6 eV. The calculation puts the highest occupied orbital energy at -8.950 eV.

Last column: Mulliken charge in e.
Element x y z (Å)
O (-1.76, -0.83, -1.38)  -0.52
O (-3.28, -0.69, 0.32)  -0.60
N (0.81, 2.00, 0.56)  -0.56
N (0.15, 1.19, -1.49)  -0.44
C (0.30, 0.86, -0.15)  -0.13
C (-2.17, -0.45, -0.14)  0.43
C (1.09, -1.64, -0.70)  -1.62
C (1.02, -0.46, 0.31)  0.07
C (-0.11, -0.68, 1.50)  -0.87
C (-1.14, 0.21, 0.71)  0.02
H (1.17, 1.67, 1.46)  0.23
H (0.28, -0.21, 2.41)  0.32
H (1.39, -1.04, -1.53)  0.40
H (-0.29, 2.08, -1.50)  0.22
H (-0.85, -0.49, -1.51)  0.43
H (2.07, -0.29, 0.70)  0.43
H (0.14, -2.11, -0.89)  0.45
H (-0.39, -1.75, 1.56)  0.40
H (1.80, -2.40, -0.42)  0.40
H (-1.70, 0.87, 1.36)  0.39
H (0.30, 2.89, 0.61)  0.22
H (1.16, 1.28, -1.79)  0.34



The most stable of them is (z).



(w)
Density functional theory data (ωB97M-V/def2-TZVPD) for a single C6H12N2O2 molecule.

The gap between HOMO and LUMO comes out at 9.8 eV. The calculation puts the highest occupied orbital energy at -9.010 eV.

Last column: Mulliken charge in e.
Element x y z (Å)
O (-2.02, 2.39, 1.08)  -0.55
O (1.02, -0.80, -0.04)  -0.50
N (-0.70, 0.95, 0.07)  0.53
N (-1.05, 2.15, 0.42)  -0.19
C (0.57, 0.75, -0.53)  1.34
C (-0.08, -1.27, 0.83)  0.35
C (1.52, 1.67, 0.14)  -1.36
C (-0.34, -2.83, 0.79)  -1.30
C (-1.29, -0.35, 0.47)  -0.73
C (0.52, 0.82, -2.02)  -1.53
H (2.51, 1.10, 0.36)  0.33
H (0.33, -0.16, -2.49)  0.37
H (-0.70, -3.12, -0.20)  0.36
H (1.59, 2.66, -0.44)  0.34
H (-2.08, -0.17, 1.24)  0.35
H (-1.80, -0.77, -0.56)  0.25
H (0.25, -1.18, 1.85)  0.26
H (-0.37, 1.46, -2.30)  0.34
H (1.50, 1.17, -2.46)  0.34
H (-1.08, -3.09, 1.54)  0.35
H (0.67, -3.18, 1.16)  0.30
H (1.03, 1.81, 1.10)  0.37



(x)
Density functional theory data (ωB97M-V/def2-TZVPD) for a 2-piece molecular cluster, C6H12N2O2 overall.

The gap between HOMO and LUMO comes out at 8.8 eV. The calculation puts the highest occupied orbital energy at -8.305 eV.

Last column: Mulliken charge in e.
Element x y z (Å)
O (1.90, -2.70, 1.94)  -0.66
O (2.43, -0.66, -0.04)  -0.65
N (0.15, -1.41, -0.30)  -0.33
N (-1.68, 1.65, 0.10)  -0.41
C (1.21, 1.99, 1.09)  -1.32
C (1.23, -0.47, 0.17)  0.27
C (-0.71, 0.72, -0.01)  0.25
C (-1.02, -0.62, -0.65)  0.08
C (0.57, 0.79, 0.46)  0.34
C (-1.26, -0.51, -2.16)  -1.22
H (1.05, -2.87, 1.33)  0.35
H (0.87, 2.12, 2.13)  0.29
H (0.42, -2.16, -0.93)  0.30
H (1.55, -2.24, 2.72)  0.30
H (-1.85, 0.39, -2.39)  0.33
H (-1.92, -1.04, -0.17)  0.30
H (-0.30, -0.45, -2.69)  0.36
H (-1.81, -1.38, -2.51)  0.33
H (2.30, 1.88, 1.09)  0.34
H (-1.46, 2.58, 0.44)  0.19
H (-2.63, 1.46, -0.16)  0.20
H (0.96, 2.91, 0.55)  0.36



(y)
Density functional theory data (ωB97M-V/def2-TZVPD) for a 2-piece molecular cluster, C6H12N2O2 overall.

The gap between HOMO and LUMO comes out at 9.6 eV. The calculation puts the highest occupied orbital energy at -9.034 eV.

Last column: Mulliken charge in e.
Element x y z (Å)
O (1.24, 1.21, 0.71)  -0.43
O (-0.82, 1.51, -0.13)  -0.61
N (-2.86, 0.20, 1.55)  -0.62
N (0.18, -1.32, 1.68)  -0.77
C (-0.43, -0.24, 1.52)  0.70
C (-1.66, 0.12, 2.35)  -0.75
C (1.58, -1.46, -1.08)  -1.13
C (1.20, 0.58, -2.49)  -1.06
C (0.75, -0.64, -1.75)  0.31
C (-0.03, 0.81, 0.46)  0.48
H (-2.77, 0.92, 0.84)  0.29
H (-1.78, -0.64, 3.12)  0.35
H (2.58, -1.15, -0.83)  0.27
H (0.93, -1.48, 0.95)  0.31
H (-1.49, 1.09, 2.82)  0.35
H (0.50, 1.39, -2.31)  0.25
H (-3.05, -0.68, 1.09)  0.25
H (1.44, 1.99, 0.16)  0.40
H (1.33, -2.50, -0.91)  0.42
H (1.20, 0.40, -3.56)  0.35
H (2.19, 0.89, -2.17)  0.29
H (-0.23, -1.00, -2.03)  0.33



The most stable of them is (x).



(w)
Density functional theory data (ωB97M-V/def2-TZVPD) for a 4-piece molecular cluster, C5H17NO2 overall.

The gap between HOMO and LUMO comes out at 6.7 eV. The calculation puts the highest occupied orbital energy at -8.919 eV.

Last column: Mulliken charge in e.
Element x y z (Å)
O (-0.44, 1.48, 1.32)  -0.65
O (-2.15, -0.30, 1.46)  -0.72
N (1.01, -0.65, -0.59)  -0.14
C (0.70, -1.59, 0.61)  -0.53
C (-0.18, 1.94, -1.47)  -0.79
C (-0.18, 0.72, -2.34)  -0.73
C (1.85, -1.38, 1.56)  -1.32
C (-0.19, -0.57, -1.38)  -0.63
H (0.54, 0.02, 2.13)  0.37
H (-1.36, 0.37, 1.47)  0.37
H (2.05, -0.41, 2.00)  0.42
H (1.77, -0.98, -1.12)  0.24
H (-0.29, -1.27, 0.99)  0.42
H (0.53, -2.66, 0.17)  0.27
H (0.68, 0.51, -2.96)  0.37
H (-1.24, 2.18, -1.15)  0.20
H (-0.39, -1.43, -2.01)  0.45
H (2.75, -1.73, 1.02)  0.33
H (-0.80, 2.28, 1.86)  0.18
H (1.72, -2.08, 2.45)  0.41
H (0.22, 2.86, -2.03)  0.31
H (-1.04, -0.28, -0.75)  0.31
H (-1.05, 0.70, -2.98)  0.37
H (-2.84, 0.44, 1.44)  0.30
H (0.39, 1.78, -0.50)  0.21



(x)
Density functional theory data (ωB97M-V/def2-TZVPD) for a 3-piece molecular cluster, C5H17NO2 overall.

The gap between HOMO and LUMO comes out at 9.2 eV. The calculation puts the highest occupied orbital energy at -8.573 eV.

Last column: Mulliken charge in e.
Element x y z (Å)
O (-0.02, 2.54, 2.56)  -0.66
O (0.60, 1.48, -3.18)  -0.61
N (-0.14, -0.19, 0.14)  -0.08
C (1.96, -0.96, 1.10)  -1.41
C (0.39, -2.69, 0.16)  -1.54
C (-1.56, -0.34, -0.16)  -0.21
C (0.48, -1.31, 0.81)  0.48
C (-1.98, 0.69, -1.21)  -1.29
H (-3.06, 0.81, -1.19)  0.39
H (2.47, -0.70, 0.18)  0.36
H (0.80, -2.69, -0.85)  0.33
H (2.41, -1.86, 1.52)  0.42
H (-0.01, -1.50, 1.79)  0.09
H (-0.20, 1.90, 1.87)  0.33
H (0.26, 1.99, 3.28)  0.31
H (1.47, 1.80, -3.35)  0.30
H (2.04, -0.12, 1.79)  0.29
H (-1.46, 1.62, -0.95)  0.22
H (0.93, -3.44, 0.74)  0.44
H (-1.54, 0.43, -2.17)  0.32
H (-2.09, -0.23, 0.80)  0.31
H (-0.63, -3.05, 0.02)  0.38
H (0.28, 2.07, -2.48)  0.30
H (0.39, 0.40, -0.50)  0.26
H (-1.77, -1.36, -0.45)  0.27



The most stable of them is (x).



(w)
Density functional theory data (ωB97M-V/def2-TZVPD) for a 2-piece molecular cluster, C5H6OS overall.

The gap between HOMO and LUMO (alpha / beta) comes out at 8.8 / 5.3 eV. The calculation puts the highest occupied orbital energy (alpha / beta) at -9.116 / -7.271 eV.

Last column: Mulliken charge in e.
Element x y z (Å)
S (-2.78, 0.36, -0.80)  -0.25
O (2.03, 1.02, -0.25)  -0.30
C (0.63, -0.67, -0.75)  -0.30
C (1.16, 0.98, 0.71)  -0.68
C (-0.65, -0.59, 1.29)  -1.25
C (1.71, 0.10, -1.17)  -0.35
C (0.23, -0.04, 0.45)  1.04
H (0.07, -1.51, -1.17)  0.38
H (1.31, 1.71, 1.39)  0.52
H (-4.10, 0.20, -0.98)  0.11
H (2.41, 0.19, -1.99)  0.40
H (-0.90, -0.26, 2.26)  0.29
H (-1.12, -1.47, 1.01)  0.39



(x)
Density functional theory data (ωB97M-V/def2-TZVPD) for a single C5H6OS molecule.

The gap between HOMO and LUMO comes out at 8.6 eV. The calculation puts the highest occupied orbital energy at -9.310 eV.

Last column: Mulliken charge in e.
Element x y z (Å)
S (-3.33, -0.05, 0.07)  -0.30
O (-1.03, -1.37, -0.11)  -0.50
C (0.52, 1.17, -0.02)  -0.02
C (1.85, -1.12, 0.10)  -0.60
C (1.74, 0.27, -0.02)  -0.26
C (-0.87, 1.06, -0.24)  -0.43
C (-1.48, -0.28, -0.02)  0.75
H (2.94, -1.53, -0.06)  0.22
H (-1.45, 2.11, -0.05)  0.22
H (1.18, -1.88, -0.20)  0.36
H (2.66, 0.73, 0.38)  0.26
H (0.69, 2.35, 0.20)  0.16
H (-3.42, -1.46, -0.04)  0.15



The most stable of them is (x).